Entry 1:
Computed, not measured: one molecule with the formula C4H8O2, with ωB97M-V/def2-TZVPD.

CARTESIAN COORDINATES (ANGSTROEM)
1 C -0.426 -0.838 1.708
2 O 0.393 0.007 0.909
3 C -0.156 0.467 -0.252
4 C 0.681 1.610 -0.776
5 C 0.107 -1.757 -1.091
6 O -0.206 -0.524 -1.350
7 H 0.110 -0.970 2.650
8 H -1.401 -0.367 1.898
9 H -0.562 -1.806 1.220
10 H -1.214 0.742 -0.129
11 H 0.686 2.414 -0.038
12 H 1.706 1.261 -0.930
13 H 0.285 1.992 -1.720
14 H -0.003 -2.230 -2.098

Calculated values
Energy relative to the best compared isomer or geometry (same formula, charge and spin) (kcal per mole): 94.0
HOMO level (Ha): -0.3082
Kohn-Sham gap (eV): 9.3


Entry 2:
Computed, not measured: a 10-piece molecular cluster, C20H60O12 overall in a non-equilibrium geometry, with ωB97M-V/def2-TZVPD.

CARTESIAN COORDINATES (ANGSTROEM)
1 C 3.805 -0.241 -4.517
2 C 3.098 -1.441 -3.942
3 O 1.821 -1.088 -3.262
4 H 3.225 0.452 -5.126
5 H 4.410 -0.634 -5.335
6 H 4.434 0.279 -3.794
7 H 3.760 -1.976 -3.262
8 H 2.897 -2.205 -4.693
9 H 1.317 -1.905 -3.279
10 C 5.187 2.324 2.572
11 C 3.802 1.999 1.853
12 O 2.851 2.994 2.068
13 H 5.904 1.565 2.260
14 H 5.141 2.464 3.652
15 H 5.571 3.306 2.293
16 H 3.358 1.037 2.111
17 H 3.903 1.829 0.781
18 H 2.372 3.197 1.261
19 C 1.399 -5.335 -1.311
20 C 1.241 -3.825 -1.660
21 O 0.460 -3.692 -2.844
22 H 0.438 -5.737 -0.988
23 H 1.962 -5.555 -0.404
24 H 1.732 -5.835 -2.220
25 H 2.288 -3.634 -1.897
26 H 0.824 -3.187 -0.881
27 H -0.291 -4.265 -2.673
28 C 0.197 -4.009 2.114
29 C 0.769 -2.781 2.782
30 O -0.333 -1.784 2.706
31 H -0.480 -4.448 2.847
32 H 0.897 -4.817 1.899
33 H -0.151 -3.883 1.089
34 H 1.655 -2.532 2.198
35 H 1.060 -2.943 3.819
36 H -0.446 -1.361 1.851
37 C 0.061 1.572 -0.717
38 C -0.839 0.404 -0.910
39 O -0.130 -0.799 -0.900
40 H 0.783 1.630 -1.532
41 H 0.724 1.597 0.148
42 H -0.432 2.535 -0.855
43 H -1.259 0.534 -1.907
44 H -1.649 0.392 -0.180
45 H 0.650 -0.782 -1.459
46 C -2.637 2.606 1.650
47 C -2.996 3.635 0.662
48 O -4.064 4.570 1.005
49 H -3.401 1.849 1.826
50 H -2.342 3.183 2.526
51 H -1.841 2.022 1.188
52 H -3.228 3.122 -0.271
53 H -2.016 4.084 0.499
54 H -4.812 4.141 1.428
55 C -5.154 -2.602 0.768
56 C -3.547 -2.688 0.731
57 O -3.337 -1.893 -0.354
58 H -5.461 -2.730 1.806
59 H -5.757 -3.342 0.242
60 H -5.595 -1.617 0.610
61 H -3.155 -3.643 0.382
62 H -3.060 -2.226 1.589
63 H -2.397 -1.699 -0.319
64 C 0.022 1.400 3.300
65 C 0.849 1.042 4.566
66 O 1.952 1.894 4.552
67 H -0.878 0.816 3.110
68 H 0.695 1.322 2.446
69 H -0.303 2.433 3.424
70 H 1.191 0.012 4.677
71 H 0.427 1.438 5.490
72 H 2.340 2.034 3.685
73 C -3.504 -1.905 -3.895
74 C -2.676 -3.120 -4.222
75 O -3.337 -4.067 -5.113
76 O -3.838 -1.264 -5.154
77 H -2.967 -1.126 -3.355
78 H -4.415 -2.270 -3.420
79 H -2.437 -3.603 -3.275
80 H -1.728 -2.833 -4.677
81 H -2.717 -4.450 -5.738
82 H -4.267 -1.910 -5.719
83 C 0.572 5.338 1.342
84 C 1.641 6.488 1.567
85 O 2.833 5.939 2.095
86 O 0.803 4.685 0.056
87 H -0.343 5.917 1.223
88 H 0.414 4.675 2.193
89 H 1.180 7.201 2.251
90 H 1.852 7.040 0.651
91 H 2.666 5.203 2.688
92 H 0.793 5.486 -0.472

Calculated values
Multiplicity: 2
Charge: +1
HOMO level (alpha / beta) (Ha): -0.4202 / -0.4202
Kohn-Sham gap (alpha / beta) (eV): 8.8 / 2.1


Entry 3:
Computed, not measured: a 3-piece molecular cluster, C29H52F13O7P2S overall in a non-equilibrium geometry, with ωB97M-V/def2-TZVPD.

CARTESIAN COORDINATES (ANGSTROEM)
1 C 8.736 0.802 1.760
2 C 7.329 1.264 2.180
3 P 6.158 -0.121 2.594
4 C 5.131 0.666 3.933
5 P 4.691 -0.570 0.945
6 O 3.393 -0.834 -0.249
7 C 3.551 -1.360 2.307
8 C 2.777 -2.565 1.786
9 C 1.313 -2.310 1.470
10 F 0.558 -2.785 2.515
11 F 1.006 -0.996 1.394
12 C 0.796 -3.061 0.208
13 F 1.720 -3.217 -0.744
14 F 0.436 -4.301 0.615
15 C -0.519 -2.454 -0.426
16 F -1.118 -3.467 -1.085
17 F -1.339 -2.088 0.573
18 C -0.247 -1.345 -1.485
19 F 0.078 -1.972 -2.626
20 F 0.787 -0.581 -1.173
21 S -1.731 -0.204 -1.858
22 F -1.730 0.296 -0.364
23 F -0.756 0.992 -2.231
24 F -1.748 -0.594 -3.392
25 F -2.755 -1.355 -1.548
26 F -2.959 0.755 -2.133
27 C 5.863 0.045 -0.448
28 C 7.034 -0.824 -0.831
29 C 7.502 -0.720 -2.116
30 C 8.572 -1.426 -2.565
31 C 9.227 -2.286 -1.711
32 C 8.758 -2.426 -0.444
33 C 9.461 -3.387 0.498
34 C 7.684 -1.715 -0.010
35 H 8.857 0.739 0.683
36 H 8.893 -0.197 2.167
37 H 9.495 1.426 2.225
38 H 7.475 1.797 3.120
39 H 6.932 2.014 1.494
40 H 5.754 1.407 4.433
41 H 4.288 1.211 3.502
42 H 4.783 -0.065 4.653
43 H 5.179 -1.925 0.737
44 H 4.112 0.777 1.155
45 H 2.878 -0.024 -0.268
46 H 2.941 -0.630 2.838
47 H 4.247 -1.767 3.048
48 H 3.323 -3.024 0.964
49 H 2.770 -3.313 2.578
50 H 5.246 0.091 -1.342
51 H 6.175 1.081 -0.302
52 H 6.998 -0.052 -2.802
53 H 8.909 -1.290 -3.582
54 H 10.091 -2.821 -2.080
55 H 10.191 -2.815 1.065
56 H 8.714 -3.808 1.165
57 H 9.962 -4.174 -0.056
58 H 7.334 -1.851 1.004
59 C -5.104 3.567 6.623
60 O -4.773 2.836 5.468
61 C -5.690 3.066 4.412
62 C -5.131 2.567 3.097
63 O -4.228 3.473 2.482
64 C -2.919 3.537 3.039
65 C -2.045 2.360 2.666
66 O -2.328 1.250 3.499
67 C -1.785 0.053 2.973
68 H -6.106 3.302 6.985
69 H -4.376 3.322 7.394
70 H -5.060 4.646 6.429
71 H -5.909 4.139 4.331
72 H -6.619 2.524 4.639
73 H -5.965 2.480 2.397
74 H -4.685 1.577 3.208
75 H -2.956 3.674 4.121
76 H -2.471 4.434 2.607
77 H -0.990 2.635 2.802
78 H -2.215 2.098 1.615
79 H -2.240 -0.185 2.007
80 H -2.009 -0.752 3.670
81 H -0.701 0.130 2.860
82 C -4.349 1.282 -5.773
83 O -5.415 0.541 -5.223
84 C -5.487 0.694 -3.811
85 C -6.818 0.198 -3.294
86 O -7.876 1.142 -3.434
87 C -8.411 1.299 -4.739
88 C -9.328 0.171 -5.159
89 O -8.577 -0.938 -5.624
90 C -9.358 -2.107 -5.705
91 H -3.389 0.966 -5.348
92 H -4.336 1.100 -6.846
93 H -4.490 2.355 -5.600
94 H -5.358 1.749 -3.539
95 H -4.687 0.105 -3.365
96 H -6.718 0.044 -2.218
97 H -7.083 -0.761 -3.743
98 H -7.621 1.460 -5.475
99 H -9.011 2.211 -4.691
100 H -9.976 0.515 -5.978
101 H -9.952 -0.127 -4.307
102 H -9.723 -2.402 -4.714
103 H -8.726 -2.903 -6.095
104 H -10.210 -1.967 -6.381

Calculated values
Energy relative to the best compared isomer or geometry (same formula, charge and spin) (kcal per mole): 13.3
Charge: -1
HOMO level (Ha): -0.1430
Kohn-Sham gap (eV): 6.0


Entry 4:
Computed, not measured: C56H48Cl2NO2P3PrS4 as an isolated structure in a non-equilibrium geometry, with ωB97M-V/def2-TZVPD.

CARTESIAN COORDINATES (ANGSTROEM)
1 Pr -0.116 0.953 -0.399
2 Cl 0.277 -1.385 1.444
3 C -1.163 -1.944 2.229
4 C -1.096 -3.120 2.992
5 C -2.262 -3.585 3.633
6 C -3.462 -2.884 3.500
7 C -3.515 -1.705 2.721
8 Cl -4.984 -0.877 2.563
9 C -2.334 -1.205 2.072
10 S -2.444 0.258 1.177
11 H -0.129 -3.633 3.044
12 H -2.209 -4.493 4.227
13 H -4.389 -3.194 3.972
14 C -1.451 -1.254 -4.393
15 C -0.703 -2.255 -3.500
16 P 0.552 -1.489 -2.386
17 C 1.059 -2.984 -1.492
18 C 2.409 -3.377 -1.406
19 C 2.764 -4.529 -0.689
20 C 1.799 -5.292 -0.040
21 C 0.458 -4.895 -0.104
22 C 0.090 -3.747 -0.823
23 C 1.919 -1.309 -3.560
24 C 2.346 -2.403 -4.340
25 C 3.370 -2.224 -5.288
26 C 3.972 -0.973 -5.467
27 C 3.544 0.103 -4.682
28 C 2.542 -0.069 -3.723
29 C -2.225 -0.155 -3.654
30 P -2.577 -0.535 -1.857
31 C -3.754 -1.906 -1.995
32 C -3.663 -2.990 -1.100
33 C -4.541 -4.074 -1.219
34 C -5.550 -4.075 -2.191
35 C -5.680 -2.974 -3.037
36 C -4.790 -1.888 -2.951
37 C -3.732 0.811 -1.489
38 C -3.309 2.130 -1.618
39 C -4.130 3.192 -1.211
40 C -5.404 2.940 -0.687
41 C -5.830 1.615 -0.546
42 C -5.010 0.552 -0.930
43 H -2.134 -1.826 -5.040
44 H -0.739 -0.781 -5.086
45 H -0.210 -3.032 -4.093
46 H -1.422 -2.815 -2.889
47 H 3.212 -2.820 -1.876
48 H 3.816 -4.820 -0.645
49 H 2.062 -6.207 0.492
50 H -0.305 -5.473 0.417
51 H -0.950 -3.432 -0.864
52 H 1.908 -3.393 -4.171
53 H 3.678 -3.074 -5.889
54 H 4.736 -0.840 -6.224
55 H 3.998 1.087 -4.821
56 H 2.231 0.754 -3.080
57 H -3.206 0.080 -4.100
58 H -1.671 0.786 -3.697
59 H -2.906 -2.949 -0.311
60 H -4.427 -4.917 -0.541
61 H -6.226 -4.929 -2.263
62 H -6.449 -2.949 -3.811
63 H -4.924 -1.023 -3.594
64 H -2.312 2.337 -2.014
65 H -3.749 4.203 -1.308
66 H -6.061 3.762 -0.396
67 H -6.817 1.386 -0.137
68 H -5.346 -0.472 -0.750
69 S 2.283 4.153 -3.430
70 C 1.580 3.078 -2.393
71 S 0.145 2.208 -2.888
72 S 2.239 2.697 -0.868
73 O -1.790 4.771 -0.032
74 C -1.062 4.096 0.692
75 O -0.962 2.753 0.524
76 C -0.264 4.616 1.806
77 C -0.460 5.977 2.136
78 C 0.146 6.518 3.256
79 C 0.939 5.696 4.073
80 C 1.156 4.360 3.719
81 C 0.584 3.813 2.551
82 P 1.046 2.118 2.131
83 C 2.819 2.257 2.273
84 C 3.459 3.503 2.041
85 C 4.838 3.622 2.194
86 C 5.620 2.516 2.532
87 C 5.012 1.263 2.680
88 C 3.618 1.128 2.527
89 C 0.499 1.403 3.703
90 C -0.883 1.416 3.898
91 C -1.446 0.909 5.070
92 C -0.617 0.431 6.091
93 C 0.768 0.447 5.908
94 C 1.344 0.931 4.717
95 H -1.125 6.552 1.496
96 H 0.013 7.571 3.502
97 H 1.383 6.075 4.989
98 H 1.808 3.742 4.337
99 H 2.878 4.363 1.707
100 H 5.304 4.595 2.027
101 H 6.691 2.626 2.661
102 H 5.613 0.370 2.902
103 H 3.147 0.150 2.644
104 H -1.513 1.847 3.114
105 H -2.524 0.910 5.191
106 H -1.044 0.017 7.003
107 H 1.430 0.065 6.682
108 H 2.423 0.963 4.601
109 C 5.338 -0.710 -1.622
110 C 4.792 -0.293 -0.274
111 C 3.336 -0.348 -0.264
112 N 2.184 -0.293 -0.314
113 H 6.427 -0.611 -1.645
114 H 4.984 -0.078 -2.426
115 H 5.133 -1.757 -1.864
116 H 5.119 0.729 -0.009
117 H 5.155 -0.939 0.545

Calculated values
Multiplicity: 3
Energy relative to the best compared isomer or geometry (same formula, charge and spin) (kcal per mole): 0.0
Charge: -1
HOMO level (alpha / beta) (Ha): -0.1534 / -0.1533
Kohn-Sham gap (alpha / beta) (eV): 6.3 / 6.3


Entry 5:
Computed, not measured: a 3-piece molecular cluster, C4H8N2O overall in a non-equilibrium geometry, with ωB97M-V/def2-TZVPD.

CARTESIAN COORDINATES (ANGSTROEM)
1 C -1.416 -0.158 0.663
2 C 0.803 -2.064 0.867
3 N -0.106 -0.192 0.032
4 C 0.989 0.319 0.298
5 C 0.057 2.173 -1.876
6 N -0.211 2.076 -0.663
7 O 2.129 0.570 0.356
8 H -1.819 0.850 0.584
9 H -2.063 -0.856 0.135
10 H -1.343 -0.455 1.710
11 H 1.707 -2.200 0.288
12 H -0.049 -2.667 0.586
13 H 0.933 -1.884 1.927
14 H -0.162 3.104 -2.432
15 H 0.551 1.384 -2.473

Calculated values
Energy relative to the best compared isomer or geometry (same formula, charge and spin) (kcal per mole): 150.4
HOMO level (alpha / beta) (Ha): -0.2615 / -0.3307
Kohn-Sham gap (alpha / beta) (eV): 7.0 / 9.8


Entry 6:
Computed, not measured: one molecule with the formula CH2N2S in a non-equilibrium geometry, with ωB97M-V/def2-TZVPD.

CARTESIAN COORDINATES (ANGSTROEM)
1 N 0.584 0.191 2.056
2 C 0.318 -0.204 0.912
3 N 0.078 -0.658 -0.261
4 S -0.373 0.541 -1.573
5 H -0.451 -1.545 -0.233
6 H -0.156 1.676 -0.901

Calculated values
Energy relative to the best compared isomer or geometry (same formula, charge and spin) (kcal per mole): 19.3
HOMO level (Ha): -0.3464
Kohn-Sham gap (eV): 9.1
Structure (SMILES): N#CNS